The following is a quantum chemistry calculation of the molecule C9H6N2, from the OMol25 dataset.

Results
lowest unoccupied orbital energy: 0.0 eV
max |F|: 5.88 eV/A
HOMO level: -8.26 eV
ΔE to the lowest compared entry with this formula, charge and spin: 4.923 eV
HOMO-LUMO gap: 8.29 eV
SMILES: C1=C=CC(n2cccn2)=CC=1

Each line ends with the Mulliken charge.
Geometry (Å):
C  -3.42  0.00  -0.08  -0.61
C  -2.79  1.10  0.06  0.43
C  -1.58  1.61  0.07  -0.76
C  -0.65  0.11  -0.02  0.95
N  0.71  0.24  -0.13  0.78
C  1.64  -0.80  0.02  -0.16
C  2.86  -0.21  0.04  -0.72
C  2.58  1.21  -0.01  -0.26
N  1.31  1.40  -0.11  -1.13
C  -1.34  -1.11  0.00  -0.42
C  -2.74  -1.21  -0.03  -0.47
H  -0.99  2.48  0.01  0.47
H  1.48  -1.87  0.16  0.30
H  3.78  -0.63  0.07  0.50
H  3.37  1.89  0.03  0.43
H  -0.88  -2.01  0.02  0.38
H  -3.32  -2.20  -0.09  0.29

---

The following is a quantum chemistry calculation of the molecule C4H5N3, from the OMol25 dataset.

Results
lowest unoccupied orbital energy (alpha / beta): -0.5 / -0.5 eV
max |F|: 1.61 eV/A
HOMO level (alpha / beta): -8.31 / -8.31 eV
ΔE to the lowest compared entry with this formula, charge and spin: 5.286 eV
HOMO-LUMO gap (alpha / beta): 7.79 / 7.79 eV

Each line ends with the Mulliken charge.
Geometry (Å):
N  -2.14  0.19  -0.41  -0.51
C  -0.81  0.04  -0.08  1.10
C  0.06  1.21  0.07  -0.68
N  1.21  1.24  -0.59  -0.18
C  1.90  0.25  -0.14  -0.11
N  1.26  -0.59  0.82  -0.55
C  -0.08  -0.98  0.39  -0.70
H  -2.30  0.91  -1.11  0.26
H  -2.60  -0.68  -0.66  0.25
H  1.01  0.15  1.53  0.37
H  2.95  0.08  -0.34  0.36
H  -0.37  -2.00  0.64  0.38

---

The following is a quantum chemistry calculation of a structure of composition C34H44CoN6O8S3Se, from the OMol25 dataset.

Results
lowest unoccupied orbital energy (alpha / beta): 3.1 / 3.7 eV
charge: -2
spin multiplicity: 2
max |F|: 2.70 eV/A
HOMO level (alpha / beta): -0.02 / -0.94 eV
⟨S²⟩: 0.987
ΔE to the lowest compared entry with this formula, charge and spin: 3.779 eV
HOMO-LUMO gap (alpha / beta): 3.10 / 4.60 eV

Each line ends with the Mulliken charge.
Geometry (Å):
Co  0.19  1.64  -1.11  0.06
O  -1.98  4.78  0.46  -0.86
C  -1.42  3.74  0.11  0.04
O  -0.18  3.53  -0.04  -0.52
C  -2.24  2.45  -0.01  0.06
C  -3.52  2.25  0.48  -0.78
C  -3.99  0.95  0.63  -0.86
C  -3.12  -0.10  0.42  -0.83
C  -1.85  0.17  -0.06  0.39
N  -1.49  1.42  -0.38  1.27
C  -0.66  -0.75  -0.03  0.54
O  -0.79  -1.97  0.16  -0.89
O  0.44  -0.11  -0.09  -0.11
H  -4.11  3.12  0.76  0.55
H  -5.00  0.77  0.98  0.46
H  -3.38  -1.13  0.66  0.72
C  3.74  2.28  -3.97  -1.74
C  2.41  2.43  -3.26  0.23
S  2.31  1.70  -1.72  -0.35
C  1.36  3.12  -3.82  0.74
C  1.45  3.78  -5.18  -1.44
S  -0.13  3.30  -3.02  -0.37
H  4.44  1.77  -3.31  0.39
H  4.16  3.25  -4.24  0.37
H  3.63  1.69  -4.88  0.30
H  2.48  3.86  -5.53  0.40
H  1.00  4.77  -5.13  0.31
H  0.88  3.20  -5.91  0.23
C  5.60  -1.97  2.29  -1.23
C  4.53  -2.02  3.38  -0.06
C  3.26  -2.74  2.93  -0.82
C  2.40  -1.93  1.96  -1.02
N  1.72  -0.84  2.63  1.19
C  1.94  0.49  2.42  -1.03
Se  3.41  1.21  1.64  -0.13
N  0.94  1.18  3.03  1.37
C  0.76  2.62  3.01  -1.21
C  1.04  3.25  4.38  -0.73
C  2.52  3.24  4.77  -0.03
C  3.33  4.28  4.01  -1.28
C  0.06  0.29  3.61  0.64
C  -1.10  0.48  4.35  -0.82
C  -1.74  -0.65  4.84  -0.89
C  -1.25  -1.92  4.58  -0.86
C  -0.11  -2.12  3.82  -0.82
C  0.55  -0.99  3.36  0.47
H  6.51  -1.51  2.67  0.35
H  5.26  -1.38  1.44  0.24
H  5.84  -2.98  1.94  0.35
H  4.28  -0.99  3.66  -0.01
H  4.93  -2.52  4.26  0.37
H  2.66  -2.98  3.81  0.28
H  3.53  -3.69  2.45  0.55
H  1.63  -2.55  1.50  0.21
H  3.00  -1.49  1.17  0.38
H  -0.27  2.83  2.71  0.12
H  1.41  3.03  2.24  0.46
H  0.46  2.70  5.13  0.32
H  0.67  4.28  4.36  0.45
H  2.94  2.25  4.57  -0.02
H  2.60  3.42  5.84  0.39
H  3.34  4.06  2.94  0.26
H  4.37  4.28  4.36  0.36
H  2.92  5.28  4.16  0.36
H  -1.50  1.47  4.53  0.48
H  -2.64  -0.53  5.43  0.37
H  -1.78  -2.79  4.96  0.37
H  0.25  -3.11  3.58  0.45
C  -5.49  -2.26  -2.83  -0.94
C  -4.95  -3.55  -3.41  -0.44
S  -3.76  -4.32  -2.31  1.36
O  -3.34  -5.58  -2.91  -0.76
O  -4.36  -4.40  -0.99  -0.71
C  -2.33  -3.24  -2.20  0.96
C  -1.52  -3.11  -3.51  -1.57
N  -1.16  -1.71  -3.75  0.19
C  -0.21  -1.07  -2.98  0.69
N  -0.50  0.21  -2.84  0.63
C  -1.66  0.44  -3.54  -0.42
C  -2.08  -0.73  -4.14  -0.90
N  -3.09  -0.93  -5.04  1.14
O  -3.16  -2.05  -5.69  -0.72
O  -3.93  0.02  -5.23  -0.66
C  1.01  -1.77  -2.51  -1.56
H  -6.20  -1.81  -3.52  0.35
H  -4.70  -1.52  -2.68  0.06
H  -5.99  -2.44  -1.87  0.37
H  -4.45  -3.38  -4.36  0.24
H  -5.72  -4.32  -3.51  0.48
H  -1.73  -3.61  -1.37  0.45
H  -2.73  -2.26  -1.91  -1.03
H  -2.09  -3.45  -4.37  0.76
H  -0.60  -3.69  -3.44  0.23
H  -2.12  1.41  -3.60  0.74
H  1.45  -2.34  -3.32  0.59
H  0.77  -2.45  -1.69  0.25
H  1.72  -1.03  -2.13  0.05